No. 1
Below is a structure of composition C17H28ClN2O2 at a distorted geometry, with properties calculated with wB97M-V/def2-TZVPD.

Cartesian coordinates (Å):
C (-5.445, -0.744, 0.997)
C (-3.979, -0.313, 0.485)
C (-3.093, 0.372, 1.358)
C (-1.932, 0.685, 0.979)
C (-1.576, 0.374, -0.475)
C (-2.530, -0.139, -1.177)
C (-3.818, -0.597, -0.666)
H (-4.411, -0.910, -1.672)
Cl (-2.011, -0.267, -2.963)
O (-0.287, 0.875, -0.759)
C (-0.290, 2.279, -1.556)
H (-1.314, 2.480, -2.050)
C (0.421, 3.049, -0.881)
H (-0.318, 3.750, -0.052)
O (1.415, 2.746, -0.045)
C (2.573, 2.346, -0.400)
C (3.159, 0.961, 0.258)
N (2.117, -0.038, 0.105)
C (2.542, -0.689, -1.246)
C (1.298, -1.800, -1.255)
N (1.116, -2.708, -0.316)
C (2.018, -3.671, 0.058)
H (2.117, -4.246, -0.952)
H (1.779, -4.359, 0.903)
H (3.163, -3.254, -0.164)
C (1.031, -1.893, 0.951)
C (2.063, -1.055, 1.202)
H (1.847, -0.109, 2.050)
H (2.938, -1.394, 1.473)
H (0.917, -2.616, 1.897)
H (-0.002, -1.288, 0.803)
H (1.527, -2.481, -2.373)
H (0.410, -1.294, -1.534)
H (2.466, -0.274, -2.077)
H (3.373, -1.351, -1.045)
H (1.244, 0.649, -0.078)
H (4.137, 0.824, -0.316)
H (3.180, 1.385, 1.535)
H (2.498, 2.233, -1.579)
H (3.273, 3.303, -0.308)
H (0.840, 3.935, -1.286)
H (0.255, 1.881, -2.193)
C (-1.172, 1.289, 2.055)
H (-0.809, 0.437, 2.773)
H (-1.710, 2.167, 2.504)
H (-0.039, 1.711, 1.554)
H (-3.469, 0.302, 2.457)
H (-6.113, -0.200, 0.565)
H (-5.694, -1.638, 0.411)
H (-5.711, -0.704, 2.044)

Forces on atoms 1 to 2 (eV/Å):
4.493 -2.727 0.750
-6.782 1.188 12.343

The net charge is +1. Its spin multiplicity is 1. Its HOMO energy is -0.4393 Eh. As for the energy above the lowest of the compared OMol25 structures with the same formula, charge and spin: 1686.09 kJ/mol.


No. 2
Below is an isolated molecule of C17H28ClNO2, with properties calculated with wB97M-V/def2-TZVPD.

Cartesian coordinates (Å):
C (-5.723, -3.638, -3.745)
O (-5.761, -2.296, -4.160)
C (-4.499, -1.699, -4.345)
C (-3.737, -1.429, -3.045)
C (-2.480, -0.599, -3.307)
N (-1.849, -0.190, -2.063)
H (-1.247, 0.606, -2.241)
C (-1.082, -1.235, -1.411)
C (-0.445, -0.729, -0.119)
C (0.735, 0.210, -0.361)
O (1.305, 0.490, 0.899)
C (2.371, 1.335, 0.993)
C (2.952, 1.925, -0.124)
C (4.034, 2.780, -0.008)
C (4.534, 3.043, 1.248)
C (3.968, 2.462, 2.372)
C (2.885, 1.602, 2.280)
C (2.271, 0.971, 3.524)
C (2.984, 1.397, 4.812)
H (2.502, 0.914, 5.660)
H (2.921, 2.472, 4.962)
H (4.028, 1.094, 4.806)
C (2.372, -0.558, 3.420)
H (1.820, -0.924, 2.561)
H (1.961, -1.017, 4.316)
H (3.413, -0.859, 3.322)
C (0.802, 1.399, 3.640)
H (0.363, 0.977, 4.541)
H (0.732, 2.483, 3.696)
H (0.230, 1.056, 2.785)
H (4.397, 2.700, 3.329)
Cl (5.886, 4.109, 1.436)
H (4.472, 3.229, -0.885)
H (2.568, 1.722, -1.111)
H (1.473, -0.277, -1.015)
H (0.397, 1.141, -0.836)
H (-1.201, -0.209, 0.469)
H (-0.085, -1.580, 0.461)
H (-1.772, -2.043, -1.161)
H (-0.299, -1.654, -2.071)
H (-1.791, -1.172, -3.954)
H (-2.769, 0.307, -3.845)
H (-3.462, -2.376, -2.580)
H (-4.383, -0.884, -2.357)
H (-4.712, -0.752, -4.849)
H (-3.883, -2.320, -5.015)
H (-6.747, -4.004, -3.800)
H (-5.087, -4.239, -4.407)
H (-5.362, -3.741, -2.716)

Forces on atoms 1 to 2 (eV/Å):
0.006 0.005 0.025
-0.135 0.083 -0.010

The net charge is 0. Its spin multiplicity is 1. Its HOMO energy is -0.3083 Eh. As for the energy above the lowest of the compared OMol25 structures with the same formula, charge and spin: 5.20 kJ/mol. The SMILES is COCCCNCCCOc1ccc(Cl)cc1C(C)(C)C.


No. 3
Below is a structure of composition C17H28EuNO2P2Te at a distorted geometry, with properties calculated with wB97M-V/def2-TZVPD.

Cartesian coordinates (Å):
Eu (0.132, 1.277, 0.301)
P (2.426, -0.923, 0.298)
C (2.377, -1.515, -1.439)
C (1.082, -1.480, -2.092)
N (-0.054, -0.739, -1.770)
C (-1.247, -1.143, -2.326)
C (-1.307, -2.146, -3.324)
C (-0.106, -2.659, -3.846)
C (1.087, -2.194, -3.337)
C (-2.614, -0.614, -1.827)
P (-2.559, 1.054, -0.952)
H (2.079, -2.554, -3.639)
H (-2.265, -2.506, -3.704)
H (-0.077, -3.449, -4.589)
H (-3.351, -0.499, -2.661)
H (-3.079, -1.306, -1.078)
H (2.745, 1.099, -2.255)
H (3.084, -0.954, -2.065)
H (0.371, 4.193, -2.299)
O (2.715, 2.003, -2.103)
H (2.308, 2.392, -2.911)
H (0.519, 1.937, 2.305)
O (-0.237, 4.300, -1.584)
H (-1.058, 4.743, -1.853)
C (-2.765, 2.146, -2.417)
H (-3.749, 1.970, -2.878)
H (-2.682, 3.190, -2.080)
H (-1.965, 1.946, -3.146)
C (-4.233, 1.119, -0.205)
H (-4.219, 1.916, 0.554)
H (-4.998, 1.341, -0.963)
H (-4.450, 0.165, 0.297)
C (2.356, -2.720, 0.666)
H (3.323, -3.105, 0.333)
H (2.127, -2.897, 1.712)
H (1.585, -3.117, -0.003)
C (4.208, -0.444, 0.513)
H (4.372, -0.147, 1.562)
H (4.856, -1.297, 0.282)
H (4.506, 0.416, -0.106)
Te (0.323, 3.115, 3.534)
C (0.044, 1.054, 3.739)
C (-1.248, 0.858, 4.259)
C (-1.374, -0.197, 5.163)
C (-0.265, -1.063, 5.374)
C (0.975, -0.910, 4.696)
C (1.134, 0.150, 3.793)
H (-2.011, 1.628, 4.117)
H (-2.318, -0.321, 5.713)
H (-0.388, -1.887, 6.072)
H (1.809, -1.606, 4.891)
H (2.076, 0.378, 3.276)

Forces on atoms 1 to 2 (eV/Å):
0.480 -0.233 -1.325
0.619 -0.684 -1.123

The net charge is +2. Its spin multiplicity is 7. Its HOMO energy (spin up / spin down) is -0.4256 / -0.4803 Eh.


No. 4
Below is a cluster of 3 separate species, C17H28FN3O2 in total, with properties calculated with wB97M-V/def2-TZVPD.

Cartesian coordinates (Å):
C (0.794, -1.624, 1.183)
C (-0.431, -1.259, 2.000)
F (-1.121, -2.445, 2.270)
C (-1.424, -0.304, 1.355)
C (-1.092, 1.181, 1.543)
C (0.366, 1.629, 1.425)
C (0.501, 3.147, 1.549)
C (0.061, 3.911, 0.301)
C (0.858, 3.543, -0.953)
N (1.091, 4.735, -1.778)
O (-1.674, -0.715, -0.008)
C (-0.973, -0.166, -1.011)
O (-0.609, -0.781, -1.965)
H (1.638, -1.846, 1.834)
H (1.095, -0.829, 0.503)
H (0.558, -2.504, 0.587)
H (-0.168, -0.851, 2.981)
H (-2.368, -0.487, 1.868)
H (-1.439, 1.438, 2.548)
H (-1.721, 1.764, 0.865)
H (0.959, 1.151, 2.209)
H (0.805, 1.307, 0.477)
H (-0.079, 3.488, 2.412)
H (1.541, 3.410, 1.758)
H (0.206, 4.980, 0.476)
H (-1.008, 3.761, 0.120)
H (0.341, 2.759, -1.521)
H (1.833, 3.149, -0.651)
H (1.272, 4.472, -2.740)
H (0.248, 5.300, -1.802)
H (-0.820, 0.920, -0.928)
N (-0.258, 1.334, -5.942)
C (-0.766, 0.662, -4.863)
C (-2.128, 0.630, -4.998)
C (-2.453, 1.311, -6.204)
C (-1.277, 1.733, -6.764)
H (0.716, 1.506, -6.107)
H (-0.128, 0.259, -4.096)
H (-2.814, 0.165, -4.310)
H (-3.437, 1.469, -6.614)
H (-1.081, 2.277, -7.672)
N (2.082, -5.989, 4.764)
C (2.174, -5.980, 3.399)
C (1.242, -5.098, 2.921)
C (0.559, -4.552, 4.043)
C (1.100, -5.123, 5.164)
H (2.644, -6.548, 5.377)
H (2.889, -6.600, 2.885)
H (1.061, -4.872, 1.884)
H (-0.240, -3.832, 4.021)
H (0.871, -4.987, 6.207)

Forces on atoms 1 to 2 (eV/Å):
0.037 0.081 0.014
0.003 -0.008 0.051

The net charge is 0. Its spin multiplicity is 1. Its HOMO energy is -0.2973 Eh. The SMILES is C[C@H](F)[C@@H](CCCCCN)OC=O.c1cc[nH]c1.c1cc[nH]c1.